i | Density functional theory data (wB97M-V/def2-TZVPD) for a molecular structure, C2H17NO5.

Properties
HOMO energy	-10.1	eV
gap between HOMO and LUMO	10.602	eV
E_LUMO	0.6	eV

ORCA input file:
```
! wB97M-V def2-TZVPD RIJCOSX def2/J DEFGRID3
* xyz 0 1
H 0.758 -0.563 -0.224
O 1.852 -0.326 -0.574
N -0.507 -0.822 0.189
H 2.221 -1.122 -0.978
H -0.568 -1.829 0.183
C -1.483 -0.268 -0.798
H -0.940 -0.139 -1.730
H -1.692 0.749 -0.468
H -0.470 -0.352 1.088
C -2.823 -0.982 -0.657
H -3.393 -0.540 0.153
H -3.481 -0.779 -1.508
H -2.712 -2.053 -0.490
O 2.092 0.251 2.063
H 2.120 -0.045 1.115
H 3.024 0.419 2.241
O 1.109 0.009 -3.341
H 1.955 0.378 -3.629
H 1.104 0.036 -2.362
O -0.496 0.490 2.970
H -0.327 1.332 3.407
H 0.281 -0.067 3.092
O 0.424 2.164 -0.026
H 0.829 2.321 0.836
H 1.123 1.739 -0.552
*
```

Results of the Mulliken charge analysis, in e, for atoms 1 through 5:
1. H 0.47
2. O -0.99
3. N -0.38
4. H 0.27
5. H 0.28



ii | Density functional theory data (wB97M-V/def2-TZVPD) for 6 unconnected molecules or ions with the total composition C2H17NO5.

Properties
HOMO energy	-9.2	eV
gap between HOMO and LUMO	9.475	eV
E_LUMO	0.3	eV

ORCA input file:
```
! wB97M-V def2-TZVPD RIJCOSX def2/J DEFGRID3
* xyz 0 1
C -1.509 -1.059 2.856
C -1.769 -1.236 1.346
N -1.138 -0.297 0.454
H -0.770 -1.661 3.365
H -1.307 -0.004 3.124
H -2.488 -1.068 3.337
H -1.371 -2.246 1.169
H -2.826 -1.246 1.095
H -0.136 -0.205 0.500
H -1.544 0.621 0.450
O 1.473 -1.163 -1.008
H 0.840 -1.773 -0.648
H 1.042 -0.417 -1.468
O 3.023 0.329 1.082
H 2.784 -0.002 0.230
H 3.976 0.381 1.116
O 1.000 3.243 -0.695
H 1.036 4.070 -1.145
H 1.672 3.373 -0.041
O 0.602 0.807 -2.675
H 0.468 1.719 -2.408
H 1.299 0.510 -3.269
O -1.725 -0.971 -2.573
H -1.846 -0.959 -1.597
H -0.787 -0.747 -2.598
*
```

Results of the Mulliken charge analysis, in e, for atoms 1 through 5:
1. C -1.11
2. C -0.37
3. N -0.37
4. H 0.32
5. H 0.32



The structure with the least stability is ii.



i | Density functional theory data (wB97M-V/def2-TZVPD) for 2 unconnected molecules or ions with the total composition H4NOPS2.

Properties
HOMO energy (alpha / beta)	-9.4 / -8.9	eV
gap between HOMO and LUMO (alpha / beta)	7.352 / 6.808	eV
E_LUMO (alpha / beta)	-2.0 / -2.1	eV

ORCA input file:
```
! wB97M-V def2-TZVPD RIJCOSX def2/J DEFGRID3
* xyz 0 1
N 0.874 1.274 -1.016
O 0.497 0.740 1.386
P 0.217 0.224 -0.068
S 1.139 -1.750 -0.035
S -2.712 -0.782 0.100
H 0.526 1.240 -1.908
H 0.344 1.672 1.478
H 1.314 -1.622 -1.363
H -2.198 -0.996 1.427
*
```

Results of the Mulliken charge analysis, in e, for atoms 1 through 5:
1. N -0.57
2. O -0.48
3. P 0.62
4. S -0.18
5. S -0.31



ii | Density functional theory data (wB97M-V/def2-TZVPD) for 2 unconnected molecules or ions with the total composition H4NOPS2.

Properties
HOMO energy	-9.0	eV
gap between HOMO and LUMO	8.009	eV
E_LUMO	-1.0	eV

ORCA input file:
```
! wB97M-V def2-TZVPD RIJCOSX def2/J DEFGRID3
* xyz 0 1
N 0.397 -0.955 1.217
O 0.244 -0.852 -1.240
P -0.261 -0.033 -0.008
S -2.195 0.249 -0.062
S 0.909 1.780 -0.025
H 1.246 -1.414 0.914
H 0.492 -0.464 2.096
H -0.792 -0.772 -2.237
H -0.040 2.461 -0.656
*
```

Results of the Mulliken charge analysis, in e, for atoms 1 through 5:
1. N -0.56
2. O -0.60
3. P 0.72
4. S -0.41
5. S -0.28



The structure with the least stability is i.



i | Density functional theory data (wB97M-V/def2-TZVPD) for 8 unconnected molecules or ions with the total composition BH18O7.

Properties
HOMO energy	-6.6	eV
gap between HOMO and LUMO	9.675	eV
E_LUMO	3.0	eV

ORCA input file:
```
! wB97M-V def2-TZVPD RIJCOSX def2/J DEFGRID3
* xyz -1 1
B 0.388 -0.295 0.866
H 1.336 0.308 1.416
H 0.318 -1.382 1.429
H -0.675 0.364 1.080
H 0.683 -0.499 -0.316
O 0.039 -2.229 -2.707
H -0.346 -1.509 -3.183
H 0.299 -1.759 -1.891
O 0.778 3.146 -0.132
H 0.664 2.253 0.246
H 0.148 3.730 0.369
O -2.401 2.532 2.336
H -3.240 2.035 2.225
H -1.755 1.849 2.414
O -2.760 -2.873 0.812
H -1.816 -2.650 0.751
H -2.723 -3.818 0.890
O 2.326 -2.863 0.206
H 1.697 -2.179 0.450
H 2.989 -2.801 0.885
O 3.102 1.388 -1.150
H 2.438 1.067 -0.607
H 2.715 2.061 -1.657
O -1.472 1.217 -1.963
H -1.680 2.070 -1.580
H -1.051 0.835 -1.189
*
```

Results of the Mulliken charge analysis, in e, for atoms 1 through 5:
1. B 1.10
2. H -0.26
3. H -0.27
4. H -0.45
5. H -0.57



ii | Density functional theory data (wB97M-V/def2-TZVPD) for 8 unconnected molecules or ions with the total composition BH18O7.

Properties
HOMO energy	-6.6	eV
gap between HOMO and LUMO	9.695	eV
E_LUMO	3.1	eV

ORCA input file:
```
! wB97M-V def2-TZVPD RIJCOSX def2/J DEFGRID3
* xyz -1 1
B 0.095 -0.193 -0.672
H 1.229 -0.661 -1.101
H -0.873 -0.551 -1.279
H 0.093 -0.619 0.530
H 0.021 1.040 -0.599
O -2.827 1.396 -1.908
H -2.020 0.942 -2.012
H -3.488 0.822 -1.752
O -2.702 0.676 1.531
H -1.869 0.369 0.944
H -2.653 0.552 2.372
O 0.676 -3.245 -2.078
H 0.487 -2.365 -1.898
H -0.023 -3.665 -1.662
O 1.849 1.968 1.680
H 1.406 1.209 1.127
H 1.088 2.084 2.276
O -1.502 3.760 1.131
H -1.151 3.593 0.398
H -2.260 3.053 0.815
O 3.657 -0.176 0.073
H 3.940 -1.051 -0.228
H 2.643 -0.081 0.082
O 1.103 -3.203 0.672
H 1.104 -2.247 0.439
H 1.977 -3.406 1.118
*
```

Results of the Mulliken charge analysis, in e, for atoms 1 through 5:
1. B 0.07
2. H -0.16
3. H -0.26
4. H -0.24
5. H -0.21



The structure with the least stability is ii.



i | Density functional theory data (wB97M-V/def2-TZVPD) for a gas-phase ion, C3H8NS (charge +1).

Properties
HOMO energy	-14.5	eV
gap between HOMO and LUMO	8.847	eV
E_LUMO	-5.7	eV

ORCA input file:
```
! wB97M-V def2-TZVPD RIJCOSX def2/J DEFGRID3
* xyz 1 1
C -1.625 -1.441 -0.216
C 0.359 -0.139 -0.378
C 1.235 1.031 -0.719
N -0.520 -0.061 0.822
S -1.164 -0.492 -1.537
H -0.935 -2.398 0.045
H -2.593 -1.605 0.020
H 0.953 -1.026 -0.164
H 0.495 1.862 -1.117
H 1.981 0.774 -1.495
H 1.682 1.307 0.205
H -0.945 0.908 0.900
H -0.109 -0.168 1.794
*
```

Results of the Mulliken charge analysis, in e, for atoms 1 through 5:
1. C -0.18
2. C -0.07
3. C -1.14
4. N -0.40
5. S 0.08



ii | Density functional theory data (wB97M-V/def2-TZVPD) for 2 unconnected molecules or ions with the total composition C3H8NS.

Properties
HOMO energy	-14.1	eV
gap between HOMO and LUMO	6.588	eV
E_LUMO	-7.5	eV

ORCA input file:
```
! wB97M-V def2-TZVPD RIJCOSX def2/J DEFGRID3
* xyz 1 1
C 1.099 -1.016 1.184
C 1.322 1.117 -0.150
C 0.570 0.294 0.789
N -1.242 -0.936 -0.543
S 2.418 -1.778 0.566
H 0.432 -1.544 1.829
H 0.811 2.002 -0.553
H 1.690 0.609 -1.076
H 2.260 1.520 0.466
H -0.277 0.679 1.311
H -2.247 -0.865 -0.358
H -0.602 -1.741 -0.554
H -1.121 -0.235 -1.265
*
```

Results of the Mulliken charge analysis, in e, for atoms 1 through 5:
1. C -0.49
2. C -1.08
3. C 0.39
4. N -0.60
5. S 0.06



The structure with the least stability is ii.